No. 1
Computed, not measured: a structure of composition CH2N2O2S, with wB97M-V/def2-TZVPD.

Calculated values
Molecular weight: 106.11 Da
Energy relative to the best compared isomer or geometry (same formula, charge and spin): 1137.9 kJ/mol
Highest occupied orbital energy: -8.38 eV

```
! wB97M-V def2-TZVPD RIJCOSX def2/J DEFGRID3
* xyz 0 1
C -0.0100 -0.2886 -0.0705
N -0.7035 0.7131 0.2056
N 1.2759 -0.4675 -0.0683
O -0.8153 2.1736 0.1008
O -1.8907 1.2645 -0.0872
S -1.4211 -2.2794 -0.0203
H 1.9359 0.2953 0.0440
H 1.6288 -1.4111 -0.1042
*
```

***

No. 2
Computed, not measured: a cluster of 2 separate species, C4H14N in total, with wB97M-V/def2-TZVPD.

Calculated values
Molecular weight: 76.16 Da
Energy relative to the best compared isomer or geometry (same formula, charge and spin): 213.1 kJ/mol
Highest occupied orbital energy: -14.19 eV

```
! wB97M-V def2-TZVPD RIJCOSX def2/J DEFGRID3
* xyz 1 1
C -1.3023 0.6384 -2.8075
C -1.9085 1.1154 -1.5249
H -0.1928 0.8507 -2.5467
H -1.5355 -0.2860 -3.2323
H -1.4603 1.3127 -3.6020
H -1.3969 2.0990 -1.4058
H -1.6560 0.5510 -0.5714
H -3.0185 1.2704 -1.5414
C 1.1352 -1.0685 0.2651
N 1.7404 -0.8080 1.6514
C 0.7829 -0.2847 2.7335
H 1.8319 -1.1177 -0.5115
H 0.5069 -0.1135 0.1852
H 0.5548 -1.9102 0.5394
H 2.0740 -1.7248 1.9774
H 2.4770 -0.1533 1.3729
H 1.1059 0.4906 3.2897
H -0.0877 0.1115 2.1917
H 0.3497 -0.9730 3.5373
*
```

***

No. 3
Computed, not measured: a structure of composition C23H14BrIN2O7S6Ta, with wB97M-V/def2-TZVPD.

Calculated values
Molecular weight: 1010.53 Da
Energy relative to the best compared isomer or geometry (same formula, charge and spin): 32.0 kJ/mol
Highest occupied orbital energy: -5.14 eV

```
! wB97M-V def2-TZVPD RIJCOSX def2/J DEFGRID3
* xyz -1 1
Ta -0.7151 -0.0933 -0.3641
O -1.8771 -5.6249 0.0233
C -1.4663 -5.4339 -1.2433
C -1.4466 -6.5419 -2.0902
C -1.0271 -6.4127 -3.3991
C -0.6180 -5.1786 -3.8986
C -0.6396 -4.0780 -3.0669
C -1.0604 -4.1838 -1.7394
C -1.0447 -2.9764 -0.8995
O -0.6452 -1.8713 -1.4341
N -1.4086 -3.0585 0.3528
N -1.2748 -1.8265 0.9694
C -1.5754 -1.7939 2.2176
C -1.4424 -0.6400 3.0732
C -1.9482 -0.6848 4.3782
C -1.7931 0.3850 5.2313
C -1.1067 1.5184 4.7890
C -0.5854 1.5838 3.5138
C -0.7569 0.5061 2.6423
O -0.2333 0.5621 1.4262
H -1.8224 -4.7572 0.4869
H -1.7645 -7.4952 -1.6891
H -1.0156 -7.2855 -4.0405
H -0.2852 -5.0808 -4.9227
H -0.3276 -3.1053 -3.4238
H -1.9427 -2.7181 2.6584
H -2.4713 -1.5766 4.7032
H -2.1973 0.3478 6.2337
H -0.9792 2.3630 5.4549
H -0.0453 2.4508 3.1571
S 4.3824 -1.9869 -5.2356
C 3.3580 -1.3875 -4.0937
S 3.5159 -1.7001 -2.4025
C 2.1431 -0.7711 -1.8625
C 1.4304 -0.1550 -2.8266
S 0.0579 0.8640 -2.5026
S 1.9911 -0.3962 -4.4607
S 1.7645 -0.6112 -0.1748
Br 2.4931 4.4925 3.4333
C 2.6075 5.4793 1.8194
C 2.7298 6.8588 1.9266
C 2.8155 7.6362 0.7853
C 2.7781 7.0318 -0.4634
C 2.6566 5.6568 -0.5631
C 2.5698 4.8585 0.5758
I 2.3615 2.7997 0.3234
H 2.7544 7.3129 2.9075
H 2.9077 8.7107 0.8746
H 2.8400 7.6296 -1.3632
H 2.6204 5.1845 -1.5356
O -1.7770 1.6243 -0.3962
S -3.1735 1.0919 -0.8843
O -3.4756 1.5829 -2.1889
O -2.6916 -0.3882 -0.9396
O -4.1439 1.2820 0.1474
*
```

***

No. 4
Computed, not measured: a cluster of 2 separate species, C4H3Cl3N2O2S in total, with wB97M-V/def2-TZVPD.

Calculated values
Molecular weight: 249.51 Da
Energy relative to the best compared isomer or geometry (same formula, charge and spin): 57.0 kJ/mol
Highest occupied orbital energy: -8.93 eV
SMILES: Cc1nnc(SCl)o1.O=C(Cl)Cl

```
! wB97M-V def2-TZVPD RIJCOSX def2/J DEFGRID3
* xyz 0 1
C 0.1066 -0.0093 1.1531
C 1.2344 0.1601 0.1607
N 1.1990 -0.1807 -1.0982
N 2.3687 0.1073 -1.6355
C 3.0550 0.7005 -0.7037
S 4.7022 1.1737 -0.7372
Cl 5.4191 0.7417 -2.5569
O 2.4342 0.6898 0.5273
H 0.4430 -0.6225 1.9476
H -0.0257 1.0393 1.7891
H -0.7903 -0.5531 0.7569
O 3.1370 1.1445 -4.4156
C 2.5540 0.1474 -4.5450
Cl 1.0039 -0.0739 -5.3732
Cl 3.3076 -1.3452 -4.0466
*
```

***

No. 5
Computed, not measured: a structure of composition C25H59BrN5O2, with wB97M-V/def2-TZVPD.

Calculated values
Molecular weight: 541.68 Da
Highest occupied orbital energy: -15.28 eV

```
! wB97M-V def2-TZVPD RIJCOSX def2/J DEFGRID3
* xyz 3 1
C 3.3886 -3.7582 0.6193
C 2.6511 -2.6290 -0.1525
N 3.4848 -1.4755 -0.3398
C 4.7753 -1.5058 -0.8327
C 5.2144 -0.1564 -0.6835
N 4.2017 0.6590 -0.1500
C 3.1143 -0.1479 0.0072
C 4.2529 2.0900 0.0769
H 4.1610 -4.2739 0.0488
H 2.7294 -4.5549 0.9641
H 3.8697 -3.3052 1.4861
H 1.6970 -2.2388 0.2015
H 2.4570 -2.9609 -1.1725
H 5.1996 -2.4760 -1.0451
H 6.2165 0.2440 -0.7254
H 2.1535 0.1957 0.3612
H 3.2329 2.4581 -0.0340
H 4.7822 2.6837 -0.6684
H 4.7339 2.2938 1.0335
C -0.8963 -0.9116 -2.1882
C -2.0873 -1.3310 -1.3591
C -1.5899 -2.2208 -0.2663
C -2.6783 -2.9449 0.5768
N -2.1197 -3.0925 2.0460
C -3.2683 -3.8579 2.8464
C -3.1927 -3.3108 4.3097
C -2.8185 -1.8399 4.0500
C -1.9292 -1.7193 2.8405
C -0.9050 -4.0076 2.0505
H -1.1877 -0.6868 -3.2142
H -0.1095 -1.6634 -2.2497
H -0.3089 -0.0793 -1.8004
H -2.8710 -1.8357 -1.9241
H -2.5467 -0.4119 -0.9952
H -0.8666 -1.7155 0.3737
H -1.0186 -3.0599 -0.6633
H -2.9413 -3.8950 0.1119
H -3.5588 -2.3033 0.6118
H -3.2327 -4.9391 2.7127
H -4.1855 -3.4115 2.4622
H -2.3118 -3.7234 4.8015
H -4.1358 -3.5175 4.8155
H -2.1940 -1.5627 4.8993
H -3.6490 -1.1428 3.9384
H -0.9189 -1.6213 3.2377
H -2.2189 -0.9375 2.1384
H -0.0808 -3.4942 1.5553
H -1.2616 -4.8911 1.5210
H -0.6910 -4.1410 3.1110
C 0.8909 1.0298 1.6014
N 0.8968 2.5627 1.9515
C -0.3872 2.9365 2.6568
C 2.0423 2.9934 2.8834
C 1.1430 3.3404 0.5988
C -0.0124 3.1818 -0.4007
O -0.9651 4.2489 -0.1657
H 0.7572 0.4244 2.4979
H 1.8727 0.6934 1.2686
H 0.0635 0.8698 0.9101
H -1.1511 2.5187 2.0012
H -0.5057 4.0169 2.7396
H -0.5997 2.5836 3.6660
H 2.0092 4.0273 3.2269
H 2.9797 2.6985 2.4118
H 2.1023 2.3395 3.7534
H 2.0286 2.9371 0.1079
H 1.4223 4.3419 0.9263
H -0.4930 2.2055 -0.3379
H 0.3026 3.3859 -1.4241
H -1.7813 4.0951 -0.6471
C -1.0372 3.3219 -3.4852
N -0.6770 1.8825 -3.0931
C 0.8540 1.9185 -3.1078
C -1.0927 1.6301 -1.6398
C -1.2526 0.8728 -4.1375
C -2.7605 0.8626 -4.3507
O -3.3981 0.5866 -3.1474
H -2.0956 3.4683 -3.2698
H -0.8323 3.5988 -4.5193
H -0.4932 4.0364 -2.8672
H 1.2278 2.8427 -2.6671
H 1.2534 1.8389 -4.1188
H 1.2143 1.0393 -2.5736
H -2.1794 1.7104 -1.6125
H -0.6255 2.3518 -0.9698
H -0.6828 0.6385 -1.4478
H -0.9055 -0.0799 -3.7375
H -0.7768 1.0532 -5.1014
H -2.9714 0.0954 -5.0957
H -3.1826 1.7975 -4.7194
H -3.6991 -0.3242 -3.1089
Br 0.9554 0.5548 -0.8014
*
```

***

No. 6
Computed, not measured: a cluster of 2 separate species, C4H11NO in total, with wB97M-V/def2-TZVPD.

Calculated values
Molecular weight: 89.14 Da
Energy relative to the best compared isomer or geometry (same formula, charge and spin): 159.2 kJ/mol
Highest occupied orbital energy: -7.39 eV
SMILES: CC(C)=CN.O

```
! wB97M-V def2-TZVPD RIJCOSX def2/J DEFGRID3
* xyz 0 1
C -0.2507 0.1386 0.1322
C 0.1940 -1.0540 0.9381
C -0.5835 -1.5077 2.1745
C 1.4810 -1.4645 0.8846
N 2.4196 -1.0332 -0.0174
H -1.2226 0.3903 0.5463
H -0.2969 -0.0613 -0.9492
H 0.4983 0.9402 0.0712
H -1.5005 -0.9166 2.2417
H -0.0998 -1.5840 3.1412
H -0.9671 -2.5028 1.9067
H 1.7945 -2.1847 1.6257
H 3.3145 -1.4857 -0.1659
H 2.3484 -0.1589 -0.4953
O -2.5105 3.8244 -4.1811
H -1.7462 4.3547 -4.4353
H -2.8723 4.3052 -3.4180
*
```

***

No. 7
Computed, not measured: a structure of composition C5H12N2S, with wB97M-V/def2-TZVPD.

Calculated values
Molecular weight: 132.23 Da
Energy relative to the best compared isomer or geometry (same formula, charge and spin): 97.3 kJ/mol
Highest occupied orbital energy: -9.07 eV

```
! wB97M-V def2-TZVPD RIJCOSX def2/J DEFGRID3
* xyz 0 1
C -1.5031 1.2347 0.8505
C -0.6498 0.9929 -0.3752
C 0.1200 -0.3060 -0.2646
C 1.7436 -1.4099 0.2254
C 1.4685 -0.4258 -0.9114
H -1.7971 -0.7163 1.1881
H -3.0110 0.1889 1.7148
H -2.1534 2.1051 0.7585
H -0.8658 1.4490 1.7476
H -1.3663 0.9640 -1.2607
H 0.0186 1.8773 -0.5502
H -0.5181 -1.0938 -0.6276
H 1.0473 -0.0583 1.5129
H 1.5645 -2.5013 0.0233
H 2.7355 -1.3044 0.6854
H 2.0791 0.5028 -0.8579
H 1.3407 0.2495 -3.1632
N -2.4002 0.0843 0.9146
N 0.6487 -0.8530 1.0402
S 1.4986 -0.9796 -2.6504
*
```

***

No. 8
Computed, not measured: a cluster of 2 separate species, C4H11NO in total, with wB97M-V/def2-TZVPD.

Calculated values
Molecular weight: 89.14 Da
Energy relative to the best compared isomer or geometry (same formula, charge and spin): 333.3 kJ/mol
Highest occupied orbital energy: -8.59 eV
SMILES: C=CO.CNC

```
! wB97M-V def2-TZVPD RIJCOSX def2/J DEFGRID3
* xyz 0 1
C -1.3607 0.5974 1.6540
C -2.5929 0.0724 2.0171
O -2.8982 -1.2697 2.1704
H -1.0610 1.4733 2.1799
H -0.5977 0.0607 1.2497
H -3.5126 0.6869 2.1627
H -2.0354 -1.7208 2.4962
C 1.7112 1.1579 -1.3490
N 0.9124 0.0111 -0.8156
C 1.0709 -1.1629 -1.6771
H 1.4216 1.3403 -2.3781
H 2.8419 1.1109 -1.0772
H 1.3598 2.1474 -0.8412
H 1.3591 -0.2674 0.0755
H 2.1742 -1.3174 -1.6697
H 0.4074 -1.9752 -1.4484
H 0.8001 -0.9449 -2.7492
*
```

***

Number 1: HOMO-LUMO gap 7.08 eV. Number 2: HOMO-LUMO gap 10.46 eV. Number 3: HOMO-LUMO gap 6.62 eV. Number 4: HOMO-LUMO gap 8.63 eV. Number 5: HOMO-LUMO gap 8.37 eV. Number 6: HOMO-LUMO gap 8.27 eV. Number 7: HOMO-LUMO gap 9.94 eV. Number 8: HOMO-LUMO gap 9.43 eV.